[1]
ORCA calculation (the ωB97M-V functional and the def2-TZVPD basis) on C6H14NO as an isolated structure at a distorted geometry.

For the energy relative to the best compared isomer or geometry (same formula, charge and spin), the calculation gives 449.86 kJ/mol. Its total charge is -1. For the LUMO energy, the calculation gives 3.16 eV. The value obtained for the HOMO energy is -2.527 eV.

Structure (XYZ):
```
22
Properties=species:S:1:pos:R:3:forces:R:3:lowdin_charge:R:1
C -3.931485 -0.881001 0.188424 -1.6874 -0.5516 1.0098 -0.26
N -3.464673 0.327361 -0.433850 1.1894 -1.7611 -1.9254 -0.10
C -2.133436 0.323119 -0.546954 -1.4391 4.1233 0.2829 -0.35
C -1.119861 0.005567 0.413645 -0.4157 -2.3152 -1.4197 -0.07
C 0.318847 0.225358 0.135634 2.2864 0.3692 -0.4489 -0.26
C 1.351726 -0.147295 1.198403 -0.5277 -0.1993 1.4359 -0.13
C 3.958372 0.825181 -0.999014 0.4062 -0.1799 -0.0570 -0.50
O 3.623080 -0.434647 -0.670845 -0.1985 -0.2015 -0.0180 -0.44
H -3.954247 -0.761131 1.285927 0.1491 -0.5540 0.0817 0.06
H -4.977668 -1.196024 -0.069501 0.3461 1.1219 0.0213 0.06
H -3.478539 -1.860250 -0.092289 0.8910 0.6657 0.2362 0.07
H -1.664282 0.945662 -1.338304 -0.5371 -0.0871 0.0927 0.13
H 3.068180 1.521875 -1.130464 0.4074 0.0350 0.0505 0.03
H -1.515120 -0.772654 -0.624977 0.8395 -0.8744 0.9562 0.19
H -1.479460 -0.572631 1.252248 0.2940 0.0012 0.4289 0.12
H 0.699014 -0.279472 -0.774197 -0.5004 -0.0609 0.3053 0.13
H 0.593535 1.269245 -0.108998 -0.7915 -0.0401 0.1210 0.11
H 1.248444 0.443006 2.116783 -0.1062 0.4549 -0.1621 0.06
H 2.352763 -0.027029 0.784599 0.2032 -0.1653 -0.2999 0.03
H 1.289144 -1.161303 1.615268 -0.1806 -0.2007 -0.6415 0.07
H 4.655976 1.301376 -0.250327 -0.3146 0.2737 -0.0396 0.03
H 4.559686 0.905682 -1.951202 -0.3134 0.1463 -0.0103 0.03
```
Forces are in eV/Å.

[2]
ORCA calculation (the ωB97M-V functional and the def2-TZVPD basis) on an isolated ion of composition C6H14NO and charge -1 at a distorted geometry.

The SMILES is CC[C@@H](C)[C@@H](N)C[O-]. For the energy relative to the best compared isomer or geometry (same formula, charge and spin), the calculation gives 173.82 kJ/mol. Its total charge is -1. For the LUMO energy, the calculation gives 3.88 eV. The value obtained for the HOMO energy is -2.333 eV.

Structure (XYZ):
```
22
Properties=species:S:1:pos:R:3:forces:R:3:lowdin_charge:R:1
C -1.115192 -1.766407 -0.492331 3.6354 1.1305 -0.7139 -0.46
O -0.359954 -2.359464 -1.445017 -1.4497 -1.2277 -0.5745 -0.38
C -0.684890 -0.184688 -0.596583 0.2426 0.2008 -2.6179 -0.33
C 0.026101 0.294849 0.640192 -0.6112 -1.3858 2.2724 -0.37
C -0.877302 -0.090199 1.880848 0.0658 0.8478 -1.7903 -0.07
C 0.516047 1.724370 0.785254 0.1468 0.3367 -2.0448 -0.26
C 2.029885 1.985643 0.719688 0.7475 0.3935 -0.4258 -0.14
N 0.305749 0.086931 -1.741337 0.2977 -0.0103 0.7288 -0.01
H -0.834620 -2.246129 0.452646 0.1555 0.3327 0.8282 0.06
H -2.184378 -1.707081 -0.400730 -1.6056 -0.5091 -0.9328 0.06
H -1.598367 0.347880 -1.038418 0.8719 -0.0486 1.5075 0.14
H 0.903189 -0.412761 0.687055 -0.5379 0.6121 0.0491 0.15
H -1.865721 0.396502 1.826070 0.0160 -0.5032 -0.4449 0.08
H -0.480837 0.364962 2.739170 0.9670 0.1121 1.5455 0.03
H -0.909618 -1.166084 1.890796 -0.4620 -0.1333 0.5956 0.04
H -0.030556 2.240207 -0.042464 0.8462 0.1652 0.3921 0.11
H 0.238319 2.263409 1.671347 -0.7512 -0.2857 0.8423 0.08
H 2.109441 3.080478 0.971371 0.5711 -0.8751 -0.6422 0.07
H 2.666391 1.452639 1.454966 -0.8420 0.0830 0.2232 0.06
H 2.557052 1.683450 -0.227085 -0.9438 0.7347 0.4541 0.07
H -0.127552 0.003732 -2.643282 -0.8446 0.0649 -0.1255 0.03
H 0.972435 -0.688938 -1.854901 -0.5152 -0.0351 0.8739 0.05
```
Forces are in eV/Å.

[3]
ORCA calculation (the ωB97M-V functional and the def2-TZVPD basis) on a 2-piece molecular cluster, C6H14NO overall at a distorted geometry.

For the energy relative to the best compared isomer or geometry (same formula, charge and spin), the calculation gives 586.96 kJ/mol. Its total charge is -1. For the LUMO energy, the calculation gives 3.89 eV. The value obtained for the HOMO energy is -2.418 eV.

Structure (XYZ):
```
22
Properties=species:S:1:pos:R:3:forces:R:3:lowdin_charge:R:1
C 1.816416 -1.873857 -0.421826 -1.2810 0.1488 0.3464 -0.08
C 0.813376 -0.740294 -0.580851 2.3316 1.0100 -0.0718 -0.20
C -1.884907 -0.690015 -0.540033 1.3958 -0.8291 0.7467 -0.17
C -2.266321 0.449912 0.364096 -1.3808 0.3155 0.8534 -0.41
C -3.807584 0.687726 0.306759 0.6346 0.0112 -0.6931 -0.15
N 0.729102 0.290945 0.331307 -0.5702 -3.3143 -2.5318 -0.01
C 2.213451 0.894220 0.695903 0.8201 0.9795 1.5646 -0.51
O 2.981407 1.157390 -0.297180 -0.5616 -0.6397 -0.0249 -0.24
H 1.731968 -2.294378 0.584311 0.1585 0.0819 0.0074 0.07
H 1.533952 -2.652626 -1.129315 0.3804 -0.0625 -0.1568 0.06
H 2.817089 -1.482436 -0.567518 0.2405 0.0998 -0.2241 0.07
H 0.555047 -0.551845 -1.615735 -0.7525 -0.2515 0.1734 0.09
H -1.506893 -1.562124 -0.012578 -0.5871 -0.3415 0.2104 -0.01
H -2.584970 -0.987273 -1.315823 0.0872 0.2662 -0.2032 0.00
H -2.019133 0.288268 1.425824 0.1899 -0.1777 -0.2879 0.09
H -1.762097 1.391019 0.121578 -0.1073 0.1545 -0.2022 0.08
H -4.137377 1.706389 0.563715 0.1349 -0.2366 -0.0136 0.05
H -4.377532 -0.043672 0.876179 0.0886 -0.0779 0.2042 0.05
H -4.006526 0.472685 -0.744846 -0.6415 0.4168 -0.0284 0.04
H -0.293171 0.006919 0.202733 -0.4424 2.6199 0.7122 0.03
H 1.909103 1.766238 1.314444 -0.3158 0.0505 -0.0866 0.08
H 2.536043 0.134289 1.448187 0.1782 -0.2239 -0.2944 0.07
```
Forces are in eV/Å.

[4]
ORCA calculation (the ωB97M-V functional and the def2-TZVPD basis) on an isolated ion of composition C6H14NO and charge -1 at a distorted geometry.

The SMILES is CN(C)CCCC[O-]. For the energy relative to the best compared isomer or geometry (same formula, charge and spin), the calculation gives 141.07 kJ/mol. Its total charge is -1. For the LUMO energy, the calculation gives 3.33 eV. The value obtained for the HOMO energy is -2.189 eV.

Structure (XYZ):
```
22
Properties=species:S:1:pos:R:3:forces:R:3:lowdin_charge:R:1
C -0.297396 1.045977 -0.348239 1.3485 -1.2578 -0.2548 -0.20
C 0.956649 1.773326 -0.889720 -0.6148 0.5096 -0.9856 -0.23
C 1.884064 2.476204 0.146796 0.0389 -0.1192 -0.1449 -0.60
O 2.711588 3.355494 -0.418609 -0.0066 0.0093 0.1667 -0.37
C -0.272368 -0.455167 -0.738017 -0.4542 0.5629 -0.0114 -0.23
N -1.179456 -1.309619 0.049730 0.0133 -0.0608 0.8235 -0.28
C -1.176126 -1.051946 1.493208 1.2315 -0.7853 -0.5687 -0.12
C -0.975081 -2.714932 -0.176375 -0.1812 -0.9002 -0.1626 -0.16
H -1.232067 1.445488 -0.737773 -0.0772 0.3411 0.5048 0.10
H -0.172278 1.092385 0.730570 -0.5901 0.3335 0.2303 0.07
H 0.654886 2.563801 -1.592926 -0.0398 0.0859 0.2828 0.09
H 1.549487 1.120430 -1.546262 0.1001 -0.1407 0.3212 0.09
H 2.401688 1.645268 0.698312 0.1052 -0.2888 0.0859 0.07
H 1.204650 2.877526 0.961090 -0.1452 0.1670 -0.2198 0.07
H -0.648128 -0.501321 -1.764188 0.2431 -0.2254 -0.1540 0.11
H 0.770375 -0.804210 -0.751257 -0.0308 -0.1341 0.3190 0.11
H -1.614901 -0.086487 1.697516 -0.0891 0.0025 0.4126 0.07
H -1.639867 -1.896816 2.008427 -0.6640 0.3327 -0.1036 0.07
H -0.131215 -1.133997 1.867773 -0.2012 0.5847 0.0594 0.09
H -1.867397 -3.301432 0.097892 -0.2529 0.3412 -0.6057 0.07
H -0.685956 -2.848981 -1.221279 -0.3083 -0.3016 0.0241 0.08
H -0.241143 -3.291001 0.433340 0.5746 0.9436 -0.0191 0.08
```
Forces are in eV/Å.

[5]
ORCA calculation (the ωB97M-V functional and the def2-TZVPD basis) on C6H14NO as an isolated structure at a distorted geometry.

For the energy relative to the best compared isomer or geometry (same formula, charge and spin), the calculation gives 377.46 kJ/mol. Its total charge is -1. For the LUMO energy, the calculation gives 3.94 eV. The value obtained for the HOMO energy is -2.004 eV.

Structure (XYZ):
```
22
Properties=species:S:1:pos:R:3:forces:R:3:lowdin_charge:R:1
C 0.220344 -2.340615 -1.654509 -0.3589 -0.2794 -0.6885 -0.19
N 0.514977 -1.002982 -1.160618 -2.4823 0.4929 -1.2564 -0.08
C -0.217890 -0.760830 0.049238 -0.3222 0.1217 6.9777 -0.47
C -0.019947 0.648750 0.594456 0.4147 -0.5525 -0.5229 -0.23
C -0.301126 1.796771 -0.369010 -0.2916 0.6018 1.0974 -0.27
C 0.245835 3.129620 0.158491 0.5530 0.0898 0.0921 -0.14
C 0.072979 -1.654213 1.606807 1.2235 0.2310 -1.9359 -0.49
O -0.416492 -1.076540 2.635830 -0.6628 0.2110 0.8587 -0.28
H -0.879863 -2.516690 -1.750918 0.4304 0.0873 -0.1468 0.07
H 0.709674 -2.506555 -2.635252 -0.3422 0.1706 0.3608 0.06
H 0.549695 -3.138442 -1.003574 0.3613 -0.1332 0.4408 0.05
H -0.539830 -0.473188 -1.185368 2.1924 -0.4600 -2.8668 0.13
H -1.247483 -1.107692 0.258245 -0.5611 0.1660 -1.4939 0.12
H 1.014348 0.674114 0.944366 0.4839 0.2166 -0.2531 0.11
H -0.555829 0.647877 1.539719 -0.4771 0.4248 -0.0569 0.09
H 0.142205 1.587323 -1.338288 -0.1427 -0.0211 -0.2596 0.09
H -1.386049 1.923638 -0.440295 -0.0729 -0.2443 -0.4077 0.10
H 1.321943 3.187360 -0.021871 0.0629 0.0280 -0.0688 0.06
H 0.145864 3.230530 1.241140 -0.2505 -0.1806 0.0470 0.06
H -0.202789 4.024858 -0.280319 -0.0812 -0.1286 -0.1885 0.05
H 1.196762 -1.640581 1.502896 0.0491 -0.4781 0.1081 0.08
H -0.367322 -2.632519 1.308842 0.2744 -0.3638 0.1631 0.07
```
Forces are in eV/Å.

Calculated total energy for every record listed, in sequence, given in Ha: -366.83031 -366.93545 -366.77809 -366.94792 -366.85789.
Frontier orbital gap for every record listed, in sequence, given in eV: 5.7 6.2 6.3 5.5 5.9.